{
  "formula": "C39H36ClN3RhSi2",
  "method": "the ωB97M-V functional and the def2-TZVPD basis",
  "symbols": ["C", "C", "C", "H", "C", "C", "H", "H", "H", "H", "Rh", "Si", "C", "C", "H", "C", "H", "C", "H", "C", "H", "C", "H", "C", "C", "H", "C", "H", "C", "H", "C", "H", "C", "H", "H", "Si", "C", "C", "H", "C", "H", "C", "H", "C", "H", "C", "H", "C", "C", "H", "C", "H", "C", "H", "C", "H", "C", "H", "H", "Cl", "N", "C", "C", "C", "C", "C", "N", "C", "C", "C", "C", "C", "N", "H", "H", "H", "H", "H", "H", "H", "H", "H"],
  "xyz": [[3.0008, 0.0953, 3.4637], [2.3211, -1.1596, 3.2789], [2.6708, -1.6666, 1.9901], [1.6785, -1.6559, 3.9979], [3.5753, -0.7383, 1.3694], [3.7881, 0.3514, 2.2829], [4.4472, 1.2093, 2.1354], [2.9607, 0.7279, 4.3499], [2.3259, -2.6082, 1.5696], [4.0344, -0.8310, 0.3798], [1.8346, 0.1539, 1.8310], [0.8313, -1.4469, -1.2621], [-0.9396, -2.2079, -1.4041], [-1.8084, -1.7806, -2.4139], [-1.6117, -0.8469, -2.9505], [-2.9304, -2.5457, -2.7594], [-3.5902, -2.2099, -3.5579], [-3.2156, -3.7238, -2.0670], [-4.0821, -4.3264, -2.3452], [-2.3924, -4.1048, -1.0055], [-2.6295, -5.0015, -0.4352], [-1.2760, -3.3345, -0.6549], [-0.6589, -3.6106, 0.2028], [1.2107, -1.9602, -3.0892], [1.2370, -3.3341, -3.3781], [1.2139, -4.0486, -2.5550], [1.1556, -3.8070, -4.6966], [1.0787, -4.8808, -4.8820], [1.1324, -2.9073, -5.7720], [1.0612, -3.2609, -6.8015], [1.1681, -1.5353, -5.5091], [1.1594, -0.7988, -6.3220], [1.1527, -1.0836, -4.1794], [1.0310, -0.0121, -4.0408], [1.6057, -2.2683, -0.3240], [-2.3892, 1.5324, -1.0315], [-0.5882, 1.2405, -1.5485], [0.3607, 0.4285, -0.7883], [0.2118, 0.4617, 0.3237], [1.7536, 0.3593, -1.2731], [2.5667, 0.1367, -0.5708], [2.1314, 1.1491, -2.4150], [3.1550, 1.0245, -2.7958], [1.2294, 2.0135, -2.9997], [1.5535, 2.6789, -3.7979], [-0.1223, 2.0226, -2.5932], [-0.8194, 2.6802, -3.1241], [-3.1070, 0.1039, -0.0749], [-2.4136, -0.3946, 1.0293], [-1.5182, 0.1187, 1.3790], [-2.8821, -1.5256, 1.7042], [-2.2928, -1.9760, 2.5008], [-4.1181, -2.0783, 1.3577], [-4.4939, -2.9440, 1.9055], [-4.8659, -1.5111, 0.3218], [-5.8418, -1.9288, 0.0802], [-4.3606, -0.4275, -0.4007], [-4.9316, 0.0113, -1.2228], [-3.2376, 1.7566, -2.1169], [-2.3311, 3.1512, 0.2447], [1.5139, 2.9992, 3.6947], [0.3453, 2.2249, 3.8737], [-0.6538, 2.7072, 4.7256], [-1.7292, 1.8829, 5.0348], [-1.7369, 0.5885, 4.5039], [-0.7115, 0.1859, 3.6602], [0.2406, 1.0524, 3.2425], [1.8994, 3.4592, 2.4315], [2.3254, 4.7898, 2.2855], [2.5131, 5.3048, 1.0106], [2.2875, 4.4546, -0.0742], [1.9337, 3.1397, 0.1795], [1.7914, 2.6082, 1.4095], [1.6104, 3.7321, 4.3962], [-0.5282, 3.7221, 5.1029], [-2.5338, 2.2276, 5.6787], [-2.5232, -0.1249, 4.7435], [-0.6475, -0.8328, 3.2642], [2.4544, 5.3768, 3.1967], [2.8219, 6.3368, 0.8514], [2.3999, 4.7673, -1.1106], [1.7380, 2.4726, -0.6407]],
  "forces_ev_per_a": [[2.3673, -0.6250, 1.7658], [1.1245, -1.2951, 1.8145], [1.3152, -2.1245, -0.0675], [0.1286, 0.1193, -0.1401], [2.9992, -1.2514, 0.4235], [2.8500, -0.4829, 0.9421], [-0.3289, -0.3615, -0.0214], [-0.0297, -0.1895, -0.4130], [0.1921, 0.3200, 0.1635], [-0.2030, -0.0554, 0.5184], [-9.5966, 6.4241, -3.8856], [-1.9916, -1.2508, -2.5625], [0.2732, 0.0439, 0.5645], [-0.3665, -0.4338, -0.1755], [0.0445, -0.3741, -0.0215], [0.2805, 0.3138, 0.2289], [0.1427, -0.0671, 0.1352], [0.3253, 0.0526, 0.1185], [0.2816, 0.1505, 0.1114], [-0.0863, 0.0633, 0.0812], [0.0336, 0.1541, -0.0961], [-0.2942, -0.1454, -0.3983], [-0.1104, -0.1505, -0.2516], [0.0687, 0.1281, -0.0759], [-0.2553, -0.0258, -0.3668], [0.0652, 0.0209, -0.1925], [0.0608, 0.2544, 0.1636], [0.1360, 0.3375, 0.0648], [0.0721, 0.1956, 0.3047], [0.0815, 0.0137, 0.3221], [-0.1793, -0.2300, 0.3240], [-0.0718, -0.3959, 0.3150], [-0.0170, -0.0116, -0.4450], [0.1891, -0.4946, -0.0046], [0.0003, 0.2923, 0.1642], [1.2241, -1.1689, 1.4971], [-0.2804, 1.0323, -0.8649], [0.2237, -0.0856, 1.0075], [-0.0779, -0.1061, -0.8093], [1.0847, 1.3279, -0.4435], [-0.3065, 0.0230, -0.3198], [-0.1337, -0.0821, 0.1269], [-0.4779, 0.3541, 0.2074], [1.5241, -0.1872, -0.2674], [-0.0637, -0.2672, 0.0606], [-1.2476, -0.5836, 1.0043], [0.2119, -0.2214, 0.1862], [-0.1210, 0.4944, 0.2594], [-0.3248, -0.5572, 0.1437], [-0.1353, -0.2524, -0.2379], [-0.2160, 0.3769, -0.1159], [-0.1856, 0.0757, -0.0459], [0.1900, 0.2206, -0.1390], [0.0722, 0.2297, -0.2245], [0.0463, 0.0107, 0.1234], [0.2017, 0.1186, 0.0058], [0.2028, -0.2628, 0.1649], [0.1174, -0.2511, 0.2071], [-0.8231, 0.5827, -1.4399], [0.0363, 0.2654, 0.0807], [-0.0592, 0.1902, 0.2041], [-0.1496, 0.1832, -0.2664], [0.0896, -0.1717, 0.0902], [0.4108, -0.0118, -0.3462], [0.0711, -0.4311, 0.1016], [-0.3750, 0.9183, -0.1096], [0.3030, -0.7325, 0.9330], [0.0093, 0.0055, -0.3791], [-0.1225, -0.0859, 0.0836], [0.1364, -0.3311, 0.1156], [-0.0421, -0.2321, 0.0772], [0.0770, 0.1837, 0.1119], [-0.2563, 0.5412, -0.1682], [-0.1937, -0.3728, -0.2212], [-0.2861, -0.3126, 0.0866], [0.1545, -0.0577, -0.1244], [0.1701, 0.2293, 0.0230], [-0.1153, 0.5011, 0.0544], [-0.0529, 0.0519, -0.3966], [-0.0800, -0.2382, 0.1421], [-0.0695, 0.0568, 0.3130], [0.1378, 0.1105, 0.1004]],
  "charge": 1,
  "homo_lumo_gap_ev": [6.247, 5.400],
  "molar_mass_g_mol": 741.27,
  "homo_ev": [-8.8, -10.4],
  "e_tot_ev": -76772.7789,
  "spin_multiplicity": 5
}